Record 1
22
Properties=species:S:1:pos:R:3:forces:R:3 method="wB97M-V/def2-TZVPD" e_homo_ha=-0.528 total_charge=+1 lumo_energy_ev=-5.32 gap_ev=9.0
N 1.550 -1.874 -0.005 -1.22 -0.98 -0.20
H -0.366 -0.405 1.920 -0.29 -0.81 -0.03
H -0.410 0.570 -0.921 -0.31 0.03 -1.03
H -1.163 -1.073 -0.555 0.43 -0.20 -0.72
C -2.187 0.593 1.046 0.53 -0.03 1.38
H 1.721 2.000 -1.611 -0.10 -0.85 0.05
N 1.609 1.237 -0.925 -0.36 1.58 -1.78
H 0.896 -2.330 0.666 0.27 0.26 -0.27
S 3.370 0.301 0.721 -0.51 -0.79 -1.16
O 2.499 1.633 0.080 1.25 -1.54 1.91
C -0.710 0.193 1.086 1.10 0.12 -0.41
N 3.434 -0.358 -0.869 -3.15 1.45 -1.61
H -0.063 1.055 1.156 -0.09 0.64 0.34
O 2.522 -0.677 1.429 0.80 1.71 1.33
H 3.455 -1.367 -1.035 0.77 0.11 1.06
C 1.891 -0.057 -1.384 4.51 0.00 2.79
H -2.137 1.403 0.351 -1.05 0.31 -1.01
H -2.549 1.092 1.984 0.45 -0.86 -0.63
C -0.390 -0.331 -0.358 -0.08 -1.37 2.15
H -2.815 -0.282 0.788 0.08 0.85 -0.05
N 1.014 -0.938 -0.573 -2.23 0.34 -0.46
H 1.972 -0.299 -2.398 -0.79 0.02 -1.65

=====

Record 2
108
Properties=species:S:1:pos:R:3:forces:R:3 method="wB97M-V/def2-TZVPD" s2=2.06 e_homo_ha="-0.272 / -0.265" multiplicity=3 lumo_energy_ev="0.20 / 0.17" gap_ev="7.6 / 7.4"
H 0.549 -5.527 4.820 0.00 -0.03 -0.02
C 3.240 2.000 2.132 -0.09 0.08 0.07
H 3.390 3.009 2.523 0.05 0.03 -0.03
H -2.994 -4.452 4.150 -0.02 0.01 0.01
H -3.838 0.168 -3.040 0.00 -0.04 0.06
H -1.686 -3.996 2.462 0.02 0.01 -0.02
F 6.214 -2.437 -2.364 -0.02 -0.01 0.03
N 1.204 2.402 1.069 -0.26 -0.30 -0.38
C 2.781 -1.293 -1.854 -0.07 -0.10 -0.03
P 0.111 2.485 -0.173 0.29 0.36 0.61
C 2.650 0.911 -2.602 0.10 0.07 0.11
C -2.774 -0.026 -3.221 0.05 0.18 -0.08
H 0.329 3.462 -3.049 -0.03 -0.09 -0.12
H -2.612 3.116 3.091 0.01 0.01 0.01
H 2.231 0.197 2.707 0.53 1.20 -0.54
H 2.673 1.088 0.267 -0.02 -0.02 -0.03
H 0.465 -3.821 6.658 0.00 0.03 0.02
C 0.646 5.576 -2.548 -0.05 0.03 0.08
H 0.442 2.600 3.029 0.01 0.00 0.00
F 4.430 -3.644 -2.521 0.01 0.01 -0.01
H -2.574 1.930 -4.075 0.06 -0.01 -0.03
H -2.020 1.023 1.459 0.02 -0.01 -0.03
S 1.771 -2.580 -1.313 -0.20 0.05 0.06
H -4.073 3.022 0.414 -0.01 -0.02 -0.01
C -2.356 1.751 0.710 -0.07 0.07 -0.02
Cl -1.298 -2.108 -5.579 0.07 0.02 0.01
N -1.360 2.815 0.494 0.13 -0.22 0.02
Cl 1.111 -4.055 -4.458 0.29 0.01 -0.17
H -3.521 4.435 2.345 0.01 0.00 0.04
C -1.068 -4.112 5.133 -0.01 -0.07 0.02
C 2.162 1.262 2.930 0.44 0.52 -0.60
N 0.687 3.800 -0.994 -0.24 -0.17 0.04
C -0.532 -3.133 4.089 0.10 0.07 0.13
H -4.051 -1.505 -1.631 0.01 0.05 0.04
H -1.553 -5.054 -3.686 0.02 0.00 0.03
C -0.460 1.411 -5.133 -0.01 -0.02 -0.07
C 0.080 4.186 -2.279 -0.04 0.00 0.00
C -2.809 -3.039 -2.459 0.00 0.13 -0.03
H -0.947 -2.758 6.837 0.02 0.00 0.02
C 0.517 -1.434 2.145 -0.13 -0.27 0.00
Cl 1.961 -0.984 -5.271 0.06 -0.05 -0.12
H 5.809 -0.212 -2.891 0.00 0.02 0.01
H -3.106 -2.873 -3.503 0.00 -0.06 0.02
C -2.603 -4.120 5.112 0.06 0.01 0.00
H -3.452 -3.822 -2.037 -0.02 0.01 0.00
H 1.702 -0.572 3.728 -0.70 -1.03 0.51
C 0.841 1.816 2.379 0.01 0.13 0.12
C -2.048 1.286 -3.365 -0.09 0.00 0.04
O -0.074 1.299 -1.055 0.10 -0.31 -0.43
C -0.619 -3.760 6.553 -0.02 -0.02 -0.09
C 0.753 6.166 -1.141 0.03 -0.09 -0.07
H 1.000 5.029 0.724 -0.01 0.00 -0.01
C -0.433 -2.398 1.821 0.13 0.08 0.13
O -1.456 -3.428 -2.394 -0.04 -0.02 0.09
C 1.270 4.981 -0.329 0.13 0.06 0.00
H 0.092 1.031 2.285 0.00 0.08 0.05
H 4.445 1.841 -3.291 -0.03 0.01 0.02
Ge 0.369 -2.039 -4.029 0.08 -0.53 -1.41
H -1.842 -5.415 -1.957 -0.06 0.04 0.01
H 0.761 -2.051 5.418 0.01 -0.03 0.00
H -0.236 6.468 -0.787 0.00 0.01 0.01
O -2.213 -0.687 -2.084 0.37 0.07 -0.04
H 2.246 1.405 4.006 0.02 -0.03 0.05
C 0.954 -1.299 3.441 -0.12 -0.46 0.50
N 2.061 -0.182 -2.100 2.29 0.65 -0.40
H -0.910 -6.243 5.527 0.00 -0.01 -0.01
O -0.703 -2.335 0.484 -0.10 -0.17 0.09
C 4.755 -0.193 -2.650 -0.16 -0.16 0.08
H 3.044 2.816 0.098 0.00 0.01 0.01
H -0.709 2.462 -5.315 -0.01 -0.01 0.04
C -1.622 3.969 1.365 -0.03 0.05 -0.09
H -0.782 4.175 2.035 -0.01 0.01 -0.01
C -2.993 -1.788 -1.625 0.03 -0.34 -0.01
H -0.863 -5.835 3.805 0.00 -0.01 0.00
H -2.663 -1.986 -0.607 -0.01 0.03 -0.02
H -0.203 -5.011 -2.534 -0.17 -0.04 0.04
C -3.551 2.532 1.239 0.08 0.02 0.07
C -0.542 -5.517 4.798 -0.05 0.05 0.04
H -1.048 0.772 -5.795 0.02 -0.02 0.01
H -1.794 4.862 0.756 0.02 0.01 0.02
H -2.028 1.768 -2.387 0.02 0.15 -0.01
C 3.996 0.952 -2.872 0.04 0.08 -0.06
V 0.191 -0.635 -1.999 -2.60 0.92 0.52
H -4.257 1.898 1.773 -0.03 0.01 -0.01
O -0.697 1.089 -3.764 0.02 -0.10 0.28
H -2.991 -3.120 5.313 -0.03 -0.01 0.00
H 4.195 1.477 2.127 0.01 0.01 0.01
C 4.952 -2.578 -1.910 0.08 -0.06 0.08
H 1.420 7.025 -1.082 -0.03 0.02 0.01
B 0.154 -1.345 -0.061 -0.01 -0.23 0.74
C -2.885 3.576 2.140 -0.04 -0.03 -0.08
C -0.963 -3.248 2.760 -0.07 -0.02 -0.14
C -1.262 -4.807 -2.661 -0.12 -0.21 0.18
H 1.639 5.500 -2.997 -0.01 0.00 -0.02
H 2.363 4.940 -0.390 -0.02 -0.03 0.05
H -1.059 -4.471 7.255 0.00 0.00 0.01
C 2.604 2.064 0.754 0.10 0.09 0.04
H -2.983 -4.798 5.879 -0.01 -0.01 -0.01
H -1.013 4.239 -2.194 -0.02 -0.06 -0.01
H 0.593 1.235 -5.327 -0.01 0.00 -0.01
H -2.655 -0.633 -4.119 -0.07 -0.03 0.01
O 0.859 -0.735 1.018 0.05 -0.06 0.06
F 5.043 -2.869 -0.597 -0.02 0.00 -0.05
H 0.008 6.157 -3.211 0.03 0.00 -0.03
C 4.153 -1.328 -2.141 0.08 0.23 -0.01
C 0.414 -2.160 4.400 -0.17 -0.13 -0.03
H 1.999 1.757 -2.787 -0.02 -0.04 0.01
H -2.545 1.214 -0.219 0.00 -0.01 0.04

=====

Summary of ΔE to the lowest compared entry with this formula, charge and spin in kJ/mol
115.10; 72.93
(order as listed above)